Below is 4 unconnected molecules or ions with the total composition C30H60N5O4P, with properties calculated with ωB97M-V/def2-TZVPD.

Element x y z (Å)
1 C -0.412782 3.830177 2.591760
2 C -0.961484 -2.870708 1.934942
3 C 3.545942 5.126314 -2.349678
4 H 8.443032 4.960020 -1.964000
5 C -0.173001 0.940006 -4.783624
6 H 2.512342 5.394381 -2.827907
7 H 1.519561 -4.522012 2.513811
8 H -1.322071 -0.279599 -2.682887
9 N 4.754011 6.040955 -2.253564
10 H 0.312334 -3.191407 -0.520042
11 H 0.785618 -1.472720 -6.017806
12 N -2.641475 1.908282 2.981859
13 H -0.348561 3.843308 4.741348
14 H -3.971376 -4.224778 2.972623
15 H 4.067899 -1.769882 -3.269420
16 H -1.751282 -7.194566 2.509366
17 H -3.159181 -6.604636 3.394380
18 C 1.821157 -1.190763 -5.821250
19 C 3.944903 3.660913 -1.653229
20 C -0.908682 2.953305 1.445657
21 H -4.552646 -6.360492 1.616373
22 C 3.682284 -1.632371 -4.284525
23 H 0.418557 1.661419 -5.359775
24 C 5.767184 5.150821 -1.566040
25 H -3.041421 4.167740 5.499730
26 H 3.240190 2.729355 -1.560844
27 C 1.349499 -2.288334 -3.575878
28 H 3.819018 -2.593003 -4.793909
29 H -4.059739 3.704902 4.149698
30 C -3.184030 -4.013582 2.236925
31 C 2.177425 -1.198672 -4.307306
32 H -1.312109 -2.236145 1.109878
33 O -2.059887 0.626511 3.014010
34 H -2.640405 1.984616 -0.511115
35 O 7.904642 5.811285 0.308987
36 O 2.663971 0.239549 -2.513300
37 C -3.336935 3.680876 1.360701
38 H -3.356895 -7.047614 0.510767
39 H -1.147913 1.404635 -4.589267
40 C -0.119612 -1.913848 -3.390382
41 C -0.343484 -4.177441 1.370730
42 H 1.202011 -4.679695 -0.126646
43 C -3.020562 3.906861 4.433542
44 H -3.183788 1.514257 5.690721
45 H 2.009001 -0.209965 -6.272906
46 H -0.612224 -2.670432 -2.767622
47 H -3.290365 4.000260 0.311924
48 H -0.906153 4.806606 2.563534
49 H -2.689102 4.812204 3.922696
50 C 0.729326 -3.786246 0.298695
51 H 2.428683 -1.908312 -6.388070
52 C 0.539750 0.568386 -3.456518
53 H 7.612692 7.220642 -1.741041
54 C -2.105105 2.680758 4.154925
55 H 1.408427 -3.237299 -4.124277
56 C -3.731413 -6.107382 0.934926
57 C -2.377966 2.489412 1.621697
58 H 0.078255 -0.629057 -1.687748
59 H -0.643616 -1.926033 -4.351056
60 O -1.820235 -4.612493 -0.405109
61 H -0.609587 2.212189 -2.534827
62 H 1.780979 -2.483612 -2.584904
63 H 5.917178 2.991846 -0.659492
64 H -2.593416 -2.151562 3.146248
65 C 0.486154 -4.890662 2.476185
66 H 0.087514 -4.731080 3.479228
67 H -3.751656 1.123440 0.560249
68 H 0.658017 4.028561 2.461575
69 H -3.670083 -3.453833 1.427242
70 C -2.164182 1.864931 5.490646
71 H -1.786309 -3.549137 3.822816
72 H 0.793931 1.758584 -1.587729
73 H 0.999686 2.696362 -3.082678
74 H 1.521781 -3.174896 0.745067
75 H -2.049240 0.631256 0.433106
76 C 0.432955 1.881253 -2.615104
77 H -3.102212 4.571791 1.940636
78 C -2.723239 1.494652 0.466603
79 H -1.623262 -5.829945 3.630089
80 H -1.494029 0.999520 5.488118
81 H -4.377117 3.401632 1.566541
82 C -2.596836 -5.339537 1.687356
83 P 7.544320 5.865713 -1.248303
84 C -0.257678 -0.545424 -2.729528
85 H 4.848073 7.028825 -2.578834
86 N 1.962931 0.173949 -3.732502
87 C -2.135201 -3.112359 2.882005
88 N 5.374364 3.743975 -1.148916
89 H -0.386865 0.086059 -5.424081
90 H 0.554697 -5.969234 2.293899
91 H 0.041201 2.295360 4.014399
92 H -0.194230 -2.287740 2.460506
93 C -2.251127 -6.286440 2.866841
94 H -4.177612 -5.519890 0.124611
95 N -1.381214 -5.122407 0.831606
96 H -0.796512 3.504729 0.502726
97 H -0.246427 2.081413 1.365810
98 H -1.856163 2.484899 6.340202
99 C -0.642245 3.152009 3.940971
100 H 4.310445 -0.894462 -4.797851

Forces on atoms 1 to 6 (eV/Å):
-0.1 0.0 0.0
-0.4 -0.1 -0.1
2.7 -3.1 2.2
-1.0 1.0 0.0
0.0 -0.1 -0.2
2.4 -0.5 1.1

Results
**Orbital gap (alpha / beta)**: 5.3 / 5.9 eV
**Charge**: +1
**Expectation value of S²**: 3.76
**Spin multiplicity**: 4
**Largest force on an atom**: 8.657 eV/A
**Calculated total energy**: -2094.50058 Ha
**HOMO energy (alpha / beta)**: -10.283 / -10.887 eV

Below is a molecular structure, C30H60O10, with properties calculated with ωB97M-V/def2-TZVPD.

Element x y z (Å)
1 H -5.385834 1.113809 0.758289
2 H -5.582504 -0.207131 1.949359
3 C -0.900184 -5.114641 -1.856701
4 H 2.567736 3.946889 2.194709
5 H -0.115674 -1.646861 -1.829321
6 C 3.253626 -0.894851 -4.012231
7 H 0.618386 -2.941241 -2.770811
8 H 3.274316 0.814499 0.607069
9 C 3.141526 -0.054001 -0.038041
10 O -1.329904 0.253669 1.566669
11 H -3.158374 -1.442001 1.132689
12 H -3.168224 -0.094061 6.072909
13 H 0.956716 2.284159 0.253529
14 C 0.044466 -2.724271 -1.869891
15 H -1.034894 -3.510861 3.604299
16 H -3.789004 0.723749 4.609889
17 C -0.920864 -1.085951 -0.345731
18 H 3.265946 -1.885541 -1.343781
19 H 1.795786 5.295749 1.400179
20 H -0.156174 -0.570411 3.844049
21 C 2.622556 4.590359 1.316639
22 H 1.242946 0.929469 1.310139
23 O 1.638036 -2.559041 -3.992311
24 C 4.489516 -0.637591 -0.382811
25 C 1.778146 1.162569 -2.532061
26 O -4.471954 1.892699 3.727359
27 H -2.137034 1.196469 2.701049
28 H 1.968016 2.406349 -4.197421
29 C -1.565244 -2.693621 1.714809
30 O 4.804166 -0.733901 -1.599951
31 C 2.616126 3.680019 0.088769
32 H 2.958546 0.154329 -3.996411
33 C -5.513524 0.872169 1.813469
34 C -4.311624 1.393069 2.590389
35 C 1.326996 3.066559 -0.408931
36 O 3.682756 3.488649 -0.499591
37 O 1.132856 0.452619 -1.743801
38 H 5.056776 -1.837231 1.132849
39 O -1.029284 1.285939 5.610819
40 H 0.563226 3.843159 -0.449501
41 H 2.545466 -0.770711 0.526879
42 C -0.820544 0.195909 3.444709
43 H -0.036234 -1.678941 -0.577911
44 H 0.481696 1.673589 -0.043611
45 H 3.300186 2.693309 -2.204841
46 H -1.694634 1.133389 -2.922641
47 H -2.985344 -2.773691 0.065139
48 H -6.408914 1.395719 2.148529
49 H -0.392954 -5.413621 -0.939401
50 O -0.596084 -2.884181 1.052559
51 C -3.219004 2.699629 -1.079791
52 H -0.313834 1.108189 3.129939
53 C 3.139586 1.617039 -2.141951
54 C -1.161364 -3.601131 -1.992541
55 O -2.266154 -3.185471 -2.151461
56 H 3.941936 1.020519 -2.576121
57 C -2.953964 1.082669 1.988469
58 H 1.587026 2.530069 -1.321421
59 H -3.426424 3.169729 -2.041081
60 H -2.056314 0.221659 -1.379281
61 H 4.186876 -0.950481 -3.451841
62 H -3.061404 -0.874981 4.461699
63 H 3.529986 5.194099 1.330339
64 C -1.504284 -2.599381 3.234189
65 C 2.306476 -1.816041 -3.292371
66 H 1.193366 0.931149 -4.706901
67 H 6.403056 -1.086811 0.137499
68 H 5.435966 -0.129861 1.399039
69 H 2.611676 0.246169 -0.942071
70 C 0.729946 0.698899 0.376449
71 H -0.387334 0.801359 -1.803591
72 H -3.765554 -2.989681 1.609219
73 O -0.923094 2.733379 -0.313251
74 C 5.462856 -0.938501 0.668639
75 C -0.582704 0.020649 0.602049
76 H -1.502724 -0.885671 -1.245411
77 H 1.599736 -2.530941 -1.433141
78 H -0.954214 -1.697781 3.503709
79 H -1.513724 -0.157971 2.681559
80 H 3.482606 -1.260851 -5.013091
81 H -1.848664 -5.645001 -1.941471
82 H -1.599154 -1.793111 0.131719
83 C -3.013664 0.068079 5.006179
84 H -0.442114 -5.520911 -2.758491
85 H 1.811226 -0.844851 -1.480411
86 H 1.337926 0.176659 -0.362281
87 H -3.032514 0.050209 1.647959
88 C 2.285676 -1.770481 -1.806311
89 H -2.794044 1.737959 1.132239
90 C -2.920474 -2.505641 1.119679
91 H -3.436104 3.435129 -0.305181
92 H 3.260556 1.487539 -1.066451
93 H -3.970484 1.910359 -1.059441
94 C -1.801854 2.214719 -1.019401
95 H -2.517414 -2.484591 3.619549
96 C -1.458744 0.991169 -1.868011
97 C 1.249346 1.647709 -3.887441
98 H 0.262576 2.092499 -3.758821
99 C -1.599034 0.637819 4.717139
100 H 0.586466 -3.039381 -0.978251

Forces on atoms 1 to 6 (eV/Å):
0.1 -0.3 -0.2
-0.1 0.0 0.0
-1.0 -0.1 -0.7
0.1 0.0 0.2
0.2 -1.7 -2.3
1.1 -0.4 0.1

Results
**Orbital gap**: 8.0 eV
**Largest force on an atom**: 13.740 eV/A
**Calculated total energy**: -1930.45858 Ha
**HOMO energy**: -8.220 eV